A structure of composition C5H10OS2 in a non-equilibrium geometry. Source: the Open Molecules 2025 dataset; level of theory: wB97M-V/def2-TZVPD.

```
18
Properties=species:S:1:pos:R:3:mulliken_charge:R:1
H -0.610 0.954 -0.790 0.237
H 2.972 -1.778 -0.615 0.287
H 2.257 0.348 1.640 0.246
S -3.078 0.501 -0.094 -0.265
H 2.191 -2.137 1.097 0.239
C 0.944 -0.965 -0.474 -0.044
H 2.494 2.939 0.968 0.375
H 2.151 -3.228 -0.456 0.325
H 0.414 -1.257 -1.445 0.376
C 2.208 2.419 0.062 -1.020
C -1.477 0.284 -0.290 -0.130
H 2.789 2.070 -0.727 0.337
C 2.016 -2.101 -0.047 -1.000
S -0.736 -1.008 0.477 -0.019
H 0.247 0.994 0.859 0.336
O 1.575 0.294 -0.714 -0.367
C 1.657 1.010 0.701 -0.120
H 1.430 2.978 -0.647 0.208
```

Values from the calculation:
Total energy ... -29059.21177 eV
Max |F| ... 5.2 eV/Å
HOMO ... -8.66 eV
Orbital gap ... 8.326 eV
LUMO energy ... -0.339 eV

A structure of composition C5H10S2 in a non-equilibrium geometry. Source: the Open Molecules 2025 dataset; level of theory: wB97M-V/def2-TZVPD.

```
17
Properties=species:S:1:pos:R:3:mulliken_charge:R:1
H 0.554 -1.378 -2.219 0.299
C -0.481 -1.129 -1.781 -0.675
H -0.786 0.910 2.722 0.279
C 1.314 1.860 1.530 -0.612
S -0.949 1.026 0.056 -0.048
H -0.919 -3.264 -2.449 0.231
H 2.156 1.589 2.491 0.242
H 1.829 1.053 0.912 0.070
H -1.005 -0.495 -2.395 0.451
C -0.403 1.551 1.645 -0.375
C -0.048 -0.272 -0.454 0.256
H -0.960 -2.978 -0.256 0.234
S 1.359 -0.830 0.133 -0.323
H 1.718 3.065 1.181 0.213
C -1.265 -2.371 -1.500 -0.721
H -1.159 2.631 1.827 0.263
H -2.685 -2.105 -1.486 0.217
```

Values from the calculation:
Total energy ... -27010.04124 eV
Max |F| ... 4.8 eV/Å
HOMO ... -8.16 eV
Orbital gap ... 8.017 eV
LUMO energy ... -0.143 eV

The molecule C5H10S2 in a non-equilibrium geometry. Source: the Open Molecules 2025 dataset; level of theory: wB97M-V/def2-TZVPD.

```
17
Properties=species:S:1:pos:R:3:mulliken_charge:R:1
S -1.057 -0.079 0.229 -0.023
H -4.084 1.526 -0.683 0.304
C 3.011 -0.858 1.155 -1.080
H -3.165 1.715 0.847 0.269
C -0.061 -0.218 -1.087 -0.252
C -3.493 0.958 0.030 -0.966
H 1.919 0.953 0.203 0.495
H -4.242 0.409 0.657 0.260
C -2.427 0.104 -0.575 0.002
H -0.542 -0.518 -2.025 0.222
H -2.563 -0.278 -1.664 0.210
H 2.191 -1.391 1.470 0.353
S 1.514 -1.053 -1.041 -0.101
H 3.345 0.439 -0.431 0.282
H 3.793 -1.458 0.792 0.315
C 2.448 0.067 0.106 -0.623
H 3.415 -0.320 2.017 0.333
```

Values from the calculation:
Total energy ... -27013.70509 eV
Max |F| ... 4.2 eV/Å
HOMO (spin up / spin down) ... -7.11 / -7.17 eV
Orbital gap (spin up / spin down) ... 7.050 / 7.322 eV
LUMO energy (spin up / spin down) ... -0.060 / 0.151 eV

A cluster of 2 separate species, C5H10S2 in total in a non-equilibrium geometry. Source: the Open Molecules 2025 dataset; level of theory: wB97M-V/def2-TZVPD.

```
17
Properties=species:S:1:pos:R:3:mulliken_charge:R:1
C 1.939 1.311 0.224 -0.990
H 2.118 0.315 0.294 0.302
C -2.186 0.238 -0.150 -1.204
S 1.036 -2.346 -0.963 -0.148
H 0.071 -1.243 -2.956 0.267
C 0.497 -1.168 -1.913 -0.179
H 0.099 -0.192 2.147 0.344
H 0.805 -1.122 1.006 0.254
C -0.725 0.329 0.315 0.816
H -2.545 -0.765 0.035 0.316
H 2.476 1.785 -0.504 0.376
S 0.177 1.779 -0.051 -0.086
C -0.190 -0.650 1.202 -1.618
H -2.165 0.435 -1.220 0.353
H -2.838 1.116 0.127 0.307
H 2.263 1.603 1.146 0.401
H -0.833 -1.424 1.261 0.486
```

Values from the calculation:
Total energy ... -27012.44808 eV
Max |F| ... 3.6 eV/Å
HOMO (spin up / spin down) ... -7.59 / -6.39 eV
Orbital gap (spin up / spin down) ... 7.286 / 6.009 eV
LUMO energy (spin up / spin down) ... -0.305 / -0.381 eV